(1)
# C62H79N11O4PS

A cluster of 11 separate species, C62H79N11O4PS in total (the ωB97M-V functional and the def2-TZVPD basis, OMol25).

Positions of all 158 atoms, in Å:
C: 6.347 -0.861 -3.102
C: 7.330 0.017 -2.317
C: 8.389 0.687 -3.198
C: 7.896 1.563 -4.357
C: 8.933 1.630 -5.479
P: 7.462 3.342 -3.843
O: 6.480 3.596 -5.271
C: 5.124 3.944 -5.285
C: 4.177 2.745 -5.500
N: 2.918 2.823 -4.740
C: 2.658 1.737 -3.828
C: 1.617 2.083 -2.771
C: 0.269 2.481 -3.374
O: 1.454 0.953 -1.896
O: 6.076 2.767 -2.920
C: 5.588 3.654 -1.960
C: 6.566 4.835 -1.922
S: 5.729 6.387 -1.391
O: 7.017 4.975 -3.207
H: 5.911 -1.639 -2.470
H: 5.534 -0.278 -3.542
H: 6.864 -1.355 -3.931
H: 7.843 -0.624 -1.588
H: 6.795 0.777 -1.748
H: 9.032 -0.117 -3.587
H: 9.031 1.309 -2.562
H: 6.982 1.137 -4.781
H: 8.511 2.108 -6.365
H: 9.277 0.626 -5.758
H: 9.809 2.213 -5.176
H: 8.518 3.954 -4.570
H: 8.301 3.229 -2.664
H: 5.005 4.656 -6.112
H: 4.810 4.468 -4.380
H: 4.732 1.854 -5.205
H: 3.938 2.638 -6.566
H: 2.140 2.943 -5.371
H: 3.605 1.486 -3.346
H: 2.280 0.828 -4.338
H: 2.005 2.897 -2.157
H: -0.534 2.011 -2.804
H: 0.127 3.562 -3.364
H: 0.168 2.137 -4.409
H: 1.874 0.189 -2.312
H: 4.594 4.008 -2.255
H: 5.504 3.183 -0.967
H: 7.386 4.677 -1.206
H: 5.693 6.047 -0.097
N: -2.712 0.483 -2.019
C: -3.967 0.356 -2.443
C: -5.077 0.570 -1.638
C: -4.870 0.940 -0.320
C: -3.568 1.079 0.136
C: -2.527 0.843 -0.750
H: -4.094 0.053 -3.477
H: -6.070 0.428 -2.039
H: -5.709 1.111 0.344
H: -3.357 1.359 1.159
H: -1.496 0.944 -0.430
N: 1.659 -1.240 1.348
C: 0.624 -1.028 0.536
C: -0.497 -1.850 0.507
C: -0.547 -2.944 1.355
C: 0.528 -3.175 2.200
C: 1.599 -2.294 2.157
H: 0.689 -0.166 -0.121
H: -1.312 -1.625 -0.168
H: -1.408 -3.601 1.363
H: 0.535 -4.011 2.887
H: 2.450 -2.434 2.816
N: -6.131 -2.445 -2.627
C: -7.039 -3.221 -3.215
C: -6.827 -4.556 -3.525
C: -5.603 -5.120 -3.201
C: -4.649 -4.326 -2.586
C: -4.960 -2.999 -2.322
H: -7.987 -2.750 -3.453
H: -7.610 -5.136 -3.994
H: -5.397 -6.158 -3.427
H: -3.678 -4.719 -2.318
H: -4.235 -2.348 -1.845
N: -0.441 -0.849 6.845
C: -0.765 0.420 7.080
C: -0.689 1.422 6.123
C: -0.258 1.090 4.848
C: 0.083 -0.229 4.587
C: -0.028 -1.152 5.615
H: -1.103 0.646 8.087
H: -0.970 2.433 6.378
H: -0.181 1.842 4.074
H: 0.427 -0.540 3.611
H: 0.231 -2.193 5.446
N: 3.476 2.189 8.592
C: 2.602 1.413 7.955
C: 2.855 0.094 7.601
C: 4.088 -0.446 7.926
C: 5.008 0.347 8.595
C: 4.654 1.653 8.900
H: 1.648 1.868 7.718
H: 2.097 -0.483 7.093
H: 4.326 -1.470 7.668
H: 5.980 -0.035 8.877
H: 5.347 2.302 9.427
N: -2.931 3.534 8.278
C: -3.550 3.089 9.369
C: -3.005 3.163 10.643
C: -1.749 3.729 10.796
C: -1.096 4.202 9.669
C: -1.730 4.083 8.441
H: -4.527 2.646 9.215
H: -3.553 2.778 11.492
H: -1.284 3.793 11.771
H: -0.110 4.641 9.733
H: -1.240 4.437 7.540
N: 2.211 2.251 13.225
C: 3.073 1.932 12.260
C: 4.063 0.969 12.408
C: 4.163 0.300 13.616
C: 3.272 0.623 14.627
C: 2.320 1.601 14.381
H: 2.968 2.466 11.322
H: 4.727 0.750 11.584
H: 4.919 -0.460 13.767
H: 3.310 0.129 15.589
H: 1.607 1.877 15.151
N: -10.225 -6.122 -4.607
C: -9.876 -5.759 -5.840
C: -10.719 -5.090 -6.713
C: -12.001 -4.782 -6.288
C: -12.381 -5.159 -5.009
C: -11.460 -5.823 -4.212
H: -8.864 -6.010 -6.140
H: -10.379 -4.807 -7.700
H: -12.680 -4.250 -6.942
H: -13.370 -4.940 -4.631
H: -11.723 -6.127 -3.204
N: -11.574 -1.947 -8.541
C: -11.352 -1.752 -9.839
C: -10.297 -0.997 -10.332
C: -9.424 -0.412 -9.428
C: -9.644 -0.606 -8.074
C: -10.727 -1.379 -7.685
H: -12.054 -2.222 -10.519
H: -10.167 -0.876 -11.398
H: -8.588 0.182 -9.772
H: -8.990 -0.171 -7.331
H: -10.927 -1.556 -6.633
N: 3.862 -2.814 -5.358
C: 3.848 -4.142 -5.424
C: 3.090 -4.946 -4.585
C: 2.299 -4.335 -3.624
C: 2.304 -2.953 -3.545
C: 3.102 -2.239 -4.429
H: 4.479 -4.587 -6.186
H: 3.122 -6.023 -4.685
H: 1.693 -4.926 -2.949
H: 1.705 -2.431 -2.811
H: 3.140 -1.159 -4.386

As for the charge: -1. As for the lowest unoccupied orbital energy: 1.45 eV.

Results of the Mulliken charge analysis, in e, for atoms 1 through 99: atom 1 (C): -0.69, atom 2 (C): -0.21, atom 3 (C): -1.08, atom 4 (C): 1.06, atom 5 (C): -1.83, atom 6 (P): 0.05, atom 7 (O): -0.53, atom 8 (C): -0.70, atom 9 (C): -0.01, atom 10 (N): -0.20, atom 11 (C): -1.15, atom 12 (C): 0.43, atom 13 (C): -1.03, atom 14 (O): -0.33, atom 15 (O): 0.19, atom 16 (C): -0.64, atom 17 (C): -0.19, atom 18 (S): -0.28, atom 19 (O): -0.50, atom 20 (H): 0.51, atom 21 (H): -0.21, atom 22 (H): 0.30, atom 23 (H): 0.38, atom 24 (H): 0.00, atom 25 (H): 0.34, atom 26 (H): 0.38, atom 27 (H): -0.19, atom 28 (H): 0.35, atom 29 (H): 0.49, atom 30 (H): 0.38, atom 31 (H): -0.15, atom 32 (H): -0.08, atom 33 (H): 0.33, atom 34 (H): 0.24, atom 35 (H): -0.24, atom 36 (H): 0.45, atom 37 (H): 0.32, atom 38 (H): 0.52, atom 39 (H): 0.39, atom 40 (H): 0.25, atom 41 (H): 0.08, atom 42 (H): 0.31, atom 43 (H): 0.30, atom 44 (H): 0.11, atom 45 (H): 0.17, atom 46 (H): 0.39, atom 47 (H): 0.45, atom 48 (H): 0.08, atom 49 (N): -0.28, atom 50 (C): -0.49, atom 51 (C): -0.29, atom 52 (C): -0.26, atom 53 (C): -0.79, atom 54 (C): 0.06, atom 55 (H): 0.43, atom 56 (H): 0.34, atom 57 (H): 0.39, atom 58 (H): 0.45, atom 59 (H): 0.38, atom 60 (N): -0.54, atom 61 (C): -0.33, atom 62 (C): -0.11, atom 63 (C): -0.56, atom 64 (C): -0.18, atom 65 (C): -0.57, atom 66 (H): 0.49, atom 67 (H): 0.58, atom 68 (H): 0.44, atom 69 (H): 0.46, atom 70 (H): 0.39, atom 71 (N): -0.20, atom 72 (C): -0.38, atom 73 (C): -0.12, atom 74 (C): -0.40, atom 75 (C): -0.63, atom 76 (C): -0.01, atom 77 (H): 0.39, atom 78 (H): 0.36, atom 79 (H): 0.38, atom 80 (H): 0.38, atom 81 (H): 0.22, atom 82 (N): -0.56, atom 83 (C): -0.36, atom 84 (C): 0.04, atom 85 (C): -0.75, atom 86 (C): 0.24, atom 87 (C): -0.52, atom 88 (H): 0.43, atom 89 (H): 0.24, atom 90 (H): 0.47, atom 91 (H): 0.27, atom 92 (H): 0.43, atom 93 (N): -0.51, atom 94 (C): -0.25, atom 95 (C): 0.30, atom 96 (C): -0.69, atom 97 (C): -0.21, atom 98 (C): -0.57, atom 99 (H): 0.45

(2)
# C2H3F2N3O5

A cluster of 2 separate species, C2H3F2N3O5 in total (the ωB97M-V functional and the def2-TZVPD basis, OMol25).

Positions of all 15 atoms, in Å:
C: -1.724 -0.294 0.826
C: -0.844 0.191 -0.124
N: 2.946 -0.193 0.195
N: -0.313 1.526 -0.001
N: -0.508 -0.535 -1.293
O: 0.702 1.703 -0.575
O: 0.521 -0.286 -1.868
O: -0.773 2.198 0.891
O: -1.302 -1.396 -1.572
O: -2.340 -1.508 0.854
F: 3.193 0.730 1.117
F: 1.600 -0.700 0.509
H: 2.771 0.242 -0.827
H: -1.963 0.273 1.768
H: -1.968 -1.951 0.100

As for the charge: 0. As for the lowest unoccupied orbital energy: -1.25 eV. Its SMILES is O=[N+]([O-])C(=CO)[N+](=O)[O-].FNF.

Want to see where the charge sits? The Mulliken charges in e are: atom 1 (C): -0.08, atom 2 (C): 0.20, atom 3 (N): -0.03, atom 4 (N): 0.93, atom 5 (N): 1.01, atom 6 (O): -0.51, atom 7 (O): -0.52, atom 8 (O): -0.62, atom 9 (O): -0.75, atom 10 (O): -0.44, atom 11 (F): -0.10, atom 12 (F): -0.19, atom 13 (H): 0.33, atom 14 (H): 0.39, atom 15 (H): 0.36

(3)
# C13H44BN4O13

A cluster of 9 separate species, C13H44BN4O13 in total (the ωB97M-V functional and the def2-TZVPD basis, OMol25).

Positions of all 75 atoms, in Å:
C: -2.932 2.290 2.286
C: -1.550 1.857 1.819
O: -0.674 1.628 2.967
B: -0.358 0.330 3.295
O: -0.814 -0.275 4.440
N: 0.482 -0.469 2.412
C: 0.611 -1.900 2.705
O: 1.386 -2.011 3.884
O: 0.728 -2.849 4.817
C: 1.169 0.022 1.346
N: 1.847 -0.704 0.458
C: 2.325 0.169 -0.434
C: 3.058 -0.164 -1.680
C: 2.360 0.514 -2.871
C: 0.944 -0.039 -3.088
C: -0.083 1.047 -3.420
C: -1.531 0.618 -3.177
C: -1.920 0.517 -1.687
C: -2.324 -0.890 -1.264
O: -1.375 -1.845 -1.705
C: -0.757 -2.599 -0.679
N: 1.984 1.409 -0.096
N: 1.244 1.328 1.051
H: -3.429 2.826 1.480
H: -3.517 1.391 2.495
H: -2.886 2.879 3.201
H: -1.656 0.950 1.216
H: -1.068 2.610 1.200
H: -1.775 -0.254 4.514
H: -0.378 -2.335 2.835
H: 1.110 -2.403 1.880
H: -0.010 -2.294 5.125
H: 4.114 0.119 -1.626
H: 3.032 -1.251 -1.772
H: 2.992 0.464 -3.755
H: 2.265 1.583 -2.637
H: 0.607 -0.604 -2.212
H: 0.969 -0.751 -3.918
H: 0.114 1.935 -2.803
H: 0.014 1.332 -4.470
H: -2.148 1.380 -3.655
H: -1.731 -0.320 -3.699
H: -2.789 1.158 -1.508
H: -1.110 0.902 -1.051
H: -3.294 -1.129 -1.712
H: -2.453 -0.968 -0.176
H: -1.477 -3.313 -0.270
H: -0.435 -1.933 0.134
H: 0.109 -3.103 -1.107
H: 2.169 2.287 -0.557
H: 0.874 2.151 1.503
O: -2.280 4.081 -0.102
H: -2.410 4.859 -0.654
H: -2.070 4.431 0.774
O: 6.500 0.201 -2.399
H: 6.709 -0.727 -2.552
H: 7.132 0.481 -1.728
O: 0.253 -5.933 5.248
H: 0.526 -5.023 5.092
H: -0.042 -5.961 6.162
O: -3.273 -3.393 1.463
H: -3.096 -3.742 2.343
H: -4.226 -3.480 1.358
O: -2.423 1.858 -6.139
H: -2.339 1.218 -6.853
H: -2.936 2.578 -6.519
O: 0.622 -3.572 -4.223
H: 0.986 -4.417 -3.942
H: 0.112 -3.249 -3.472
O: 4.112 1.469 2.540
H: 4.278 1.280 3.470
H: 3.155 1.471 2.457
O: -0.295 4.849 2.187
H: -0.219 4.017 2.673
H: -0.811 5.408 2.779

As for the charge: +1. As for the lowest unoccupied orbital energy: -2.72 eV.

Want to see where the charge sits? The Mulliken charges in e are: atom 1 (C): -1.64, atom 2 (C): 0.39, atom 3 (O): -0.63, atom 4 (B): 0.31, atom 5 (O): -0.44, atom 6 (N): 0.57, atom 7 (C): -0.79, atom 8 (O): -0.35, atom 9 (O): -0.30, atom 10 (C): 0.04, atom 11 (N): -0.41, atom 12 (C): -0.06, atom 13 (C): -0.65, atom 14 (C): -1.42, atom 15 (C): 0.94, atom 16 (C): -0.96, atom 17 (C): -1.21, atom 18 (C): 0.51, atom 19 (C): -0.88, atom 20 (O): -0.29, atom 21 (C): -0.17, atom 22 (N): -0.11, atom 23 (N): 0.21, atom 24 (H): 0.47, atom 25 (H): 0.41, atom 26 (H): 0.32, atom 27 (H): -0.07, atom 28 (H): 0.50, atom 29 (H): 0.29, atom 30 (H): 0.59, atom 31 (H): 0.52, atom 32 (H): 0.32, atom 33 (H): 0.37, atom 34 (H): 0.32, atom 35 (H): 0.52, atom 36 (H): 0.48, atom 37 (H): -0.73, atom 38 (H): 0.56, atom 39 (H): 0.32, atom 40 (H): 0.52, atom 41 (H): 0.36, atom 42 (H): 0.30, atom 43 (H): 0.61, atom 44 (H): -0.56, atom 45 (H): 0.37, atom 46 (H): 0.39, atom 47 (H): 0.42, atom 48 (H): -0.33, atom 49 (H): 0.29, atom 50 (H): 0.30, atom 51 (H): 0.30, atom 52 (O): -0.60, atom 53 (H): 0.28, atom 54 (H): 0.28, atom 55 (O): -0.65, atom 56 (H): 0.32, atom 57 (H): 0.32, atom 58 (O): -0.63, atom 59 (H): 0.35, atom 60 (H): 0.30, atom 61 (O): -0.54, atom 62 (H): 0.28, atom 63 (H): 0.27, atom 64 (O): -0.57, atom 65 (H): 0.30, atom 66 (H): 0.28, atom 67 (O): -0.65, atom 68 (H): 0.32, atom 69 (H): 0.35, atom 70 (O): -0.63, atom 71 (H): 0.33, atom 72 (H): 0.36, atom 73 (O): -0.62, atom 74 (H): 0.35, atom 75 (H): 0.33

no.,frontier orbital gap (eV),E_HOMO (Eh)
1,6.30,-0.17799
2,9.58,-0.39835
3,9.26,-0.44031